1.
The following is a DFT calculation (wB97M-V/def2-TZVPD) of a structure of composition C2HBr3ClF.

Atoms and positions in Å:
C  2.016  0.186  -0.413
C  -1.427  -0.299  0.436
F  1.888  1.544  -0.676
Cl  0.975  -0.299  0.929
Br  -1.430  0.276  -1.470
Br  -1.923  -2.027  0.728
Br  -1.866  0.978  1.735
H  1.767  -0.360  -1.269

LUMO level (alpha / beta), eV: -0.27 / -1.57
Energy above the lowest of the compared OMol25 structures with the same formula, charge and spin, kcal per mole: 17.5
Strongest force on any atom, Eh/bohr: 0.0624
Expectation value of S²: 2.008
Multiplicity: 3
HOMO energy (alpha / beta), hartree: -0.2913 / -0.3878

2.
The following is a DFT calculation (wB97M-V/def2-TZVPD) of the molecule C16H26N2O8.

Atoms and positions in Å:
C  -4.336  -3.174  0.043
C  -4.812  -2.035  -0.844
O  -4.779  -0.808  -0.104
C  -3.815  0.051  -0.373
O  -3.034  -0.026  -1.289
C  -3.861  1.238  0.585
O  -2.659  1.442  1.325
N  -1.475  0.999  0.728
C  -1.246  -0.322  0.774
O  -2.059  -1.100  1.233
C  0.108  -0.816  0.268
C  -0.149  -2.059  -0.587
C  0.921  -1.175  1.520
N  0.809  0.180  -0.526
O  1.781  -0.357  -1.395
C  3.081  0.175  -1.275
C  3.959  -0.510  -0.234
O  3.737  -1.573  0.280
O  5.030  0.243  0.011
C  6.012  -0.289  0.909
C  6.960  -1.240  0.193
C  0.497  1.477  -0.686
O  1.110  2.215  -1.432
C  -0.614  2.039  0.207
C  0.053  2.784  1.373
C  -1.431  3.008  -0.653
H  -5.036  -3.336  0.858
H  -3.369  -2.915  0.467
H  -4.246  -4.086  -0.541
H  -5.851  -2.174  -1.156
H  -4.171  -1.930  -1.725
H  -4.091  2.135  -0.007
H  -4.634  1.072  1.336
H  -0.738  -2.766  -0.010
H  -0.702  -1.781  -1.481
H  0.792  -2.518  -0.874
H  0.342  -1.856  2.138
H  1.850  -1.660  1.235
H  1.146  -0.282  2.101
H  3.535  -0.006  -2.255
H  3.072  1.255  -1.106
H  5.501  -0.806  1.727
H  6.543  0.584  1.292
H  7.727  -1.576  0.884
H  6.413  -2.105  -0.174
H  7.433  -0.737  -0.647
H  -0.712  3.209  2.018
H  0.682  3.581  0.986
H  0.666  2.104  1.962
H  -1.995  2.449  -1.398
H  -0.748  3.677  -1.168
H  -2.107  3.592  -0.034

LUMO level, eV: 0.73
Energy above the lowest of the compared OMol25 structures with the same formula, charge and spin, kcal per mole: 2.3
Strongest force on any atom, Eh/bohr: 0.0163
Multiplicity: 1
HOMO energy, hartree: -0.3463

3.
The following is a DFT calculation (wB97M-V/def2-TZVPD) of a structure of composition C17H25F3N5O3PSZr.

Atoms and positions in Å:
Zr  4.213  -9.304  14.551
N  6.334  -10.586  15.595
C  7.206  -9.424  15.837
C  6.297  -8.320  15.398
O  5.836  -7.472  16.153
O  5.909  -8.490  14.120
H  5.948  -10.980  16.447
H  6.790  -11.342  15.098
H  8.142  -9.470  15.243
H  7.423  -9.277  16.895
F  -1.095  -6.932  11.608
C  -0.506  -7.915  12.348
F  -1.331  -8.272  13.388
F  -0.467  -9.029  11.549
C  0.834  -7.318  12.785
C  1.255  -5.975  12.492
C  2.503  -5.507  12.908
C  3.351  -6.284  13.664
N  2.991  -7.546  14.026
C  1.764  -8.097  13.572
S  1.453  -9.751  14.029
H  0.595  -5.335  11.938
H  2.745  -4.488  12.589
H  4.336  -5.947  13.990
C  5.426  -10.962  9.654
N  5.928  -12.016  10.536
C  4.966  -13.170  10.411
N  3.570  -12.857  10.719
C  3.125  -11.771  9.812
N  3.984  -10.588  9.845
C  3.834  -9.819  11.061
P  4.395  -10.939  12.517
C  6.063  -11.542  11.913
C  3.366  -12.495  12.110
H  5.536  -11.356  8.650
H  6.022  -10.050  9.745
H  5.284  -13.987  11.077
H  5.032  -13.545  9.394
H  2.105  -11.466  10.086
H  3.183  -12.100  8.792
H  2.790  -9.487  11.229
H  4.502  -8.962  10.999
H  6.378  -12.392  12.568
H  6.844  -10.759  11.951
H  2.333  -12.334  12.383
H  3.749  -13.287  12.759
C  2.643  -10.576  18.429
C  3.205  -9.548  17.520
C  3.167  -8.122  17.922
O  3.880  -9.889  16.466
H  1.553  -10.648  18.285
H  2.810  -10.249  19.473
H  3.102  -11.547  18.251
H  2.696  -8.089  18.891
H  2.600  -7.471  17.248
H  4.161  -7.674  18.002

LUMO level, eV: -7.58
Energy above the lowest of the compared OMol25 structures with the same formula, charge and spin, kcal per mole: 0.0
Strongest force on any atom, Eh/bohr: 0.0624
Charge: +2
Multiplicity: 1
HOMO energy, hartree: -0.5194

4.
The following is a DFT calculation (wB97M-V/def2-TZVPD) of a cluster of 8 separate species, C28H76N4O12 in total.

Atoms and positions in Å:
C  -2.380  3.142  0.089
O  -1.003  3.610  0.256
C  -0.481  3.406  1.551
C  0.871  4.028  1.651
N  1.759  3.317  0.734
C  3.121  3.946  0.740
C  3.855  3.255  -0.386
O  3.158  3.355  -1.624
C  2.891  4.703  -2.098
H  -3.040  3.597  0.828
H  -2.327  2.076  0.307
H  -2.893  3.186  -0.872
H  -0.406  2.340  1.766
H  -1.113  3.966  2.241
H  1.148  3.993  2.705
H  0.770  5.073  1.357
H  1.355  3.348  -0.191
H  3.751  3.848  1.624
H  3.065  5.008  0.502
H  4.040  2.219  -0.100
H  4.776  3.833  -0.452
H  2.303  5.247  -1.359
H  2.330  4.634  -3.029
H  3.795  5.303  -2.203
C  -0.822  0.671  -3.605
O  0.517  0.258  -3.706
C  1.422  1.107  -3.001
C  2.840  0.587  -3.384
N  2.951  0.712  -4.833
C  4.206  0.043  -5.210
C  4.498  0.052  -6.700
O  3.645  -0.866  -7.306
C  3.729  -0.936  -8.698
H  -0.921  1.571  -4.212
H  -1.055  0.983  -2.587
H  -1.540  -0.103  -3.875
H  1.289  1.197  -1.922
H  1.246  2.121  -3.361
H  3.009  -0.435  -3.045
H  3.587  1.231  -2.919
H  2.169  0.221  -5.244
H  4.229  -0.982  -4.841
H  5.076  0.456  -4.699
H  5.510  -0.301  -6.900
H  4.427  1.042  -7.153
H  4.748  -0.892  -9.083
H  3.048  -0.213  -9.148
H  3.344  -1.920  -8.965
C  0.071  -4.696  3.186
O  -1.382  -4.501  3.068
C  -1.765  -4.165  1.731
C  -3.313  -4.056  1.728
N  -3.771  -2.979  2.573
C  -5.194  -2.701  2.655
C  -5.424  -1.736  3.837
O  -4.863  -2.404  4.961
C  -4.976  -1.674  6.165
H  0.705  -3.840  2.956
H  0.402  -5.622  2.715
H  0.203  -4.977  4.230
H  -1.509  -4.982  1.056
H  -1.330  -3.260  1.306
H  -3.731  -5.023  2.009
H  -3.616  -3.818  0.708
H  -3.440  -2.100  2.201
H  -5.800  -3.600  2.771
H  -5.497  -2.139  1.771
H  -6.506  -1.657  3.943
H  -5.017  -0.734  3.709
H  -4.682  -2.247  7.044
H  -6.000  -1.388  6.407
H  -4.336  -0.792  6.137
C  -4.057  1.977  4.054
O  -3.126  1.467  3.216
C  -2.236  0.493  3.678
C  -1.554  -0.212  2.518
N  -2.471  -0.460  1.403
C  -1.756  -0.603  0.118
C  -2.670  -0.589  -1.103
O  -3.277  0.629  -1.264
C  -4.128  0.728  -2.420
H  -3.697  2.919  4.469
H  -4.223  1.382  4.952
H  -4.979  2.242  3.537
H  -2.680  -0.210  4.383
H  -1.475  0.935  4.322
H  -1.371  -1.191  2.962
H  -0.590  0.252  2.306
H  -3.081  0.339  1.318
H  -1.166  -1.517  0.184
H  -1.079  0.228  -0.081
H  -3.293  -1.482  -1.040
H  -1.976  -0.661  -1.941
H  -3.509  1.005  -3.274
H  -4.999  1.355  -2.232
H  -4.541  -0.246  -2.679
C  5.151  -1.797  -1.499
O  5.592  -0.846  -2.425
H  4.265  -2.320  -1.859
H  5.920  -2.564  -1.406
H  4.913  -1.417  -0.505
H  6.454  -0.454  -2.269
C  2.275  -0.404  0.720
O  1.730  -1.532  1.422
H  3.352  -0.568  0.720
H  1.929  -0.360  -0.313
H  1.994  0.519  1.227
H  1.724  -1.298  2.353
C  0.852  -2.758  -1.898
O  0.470  -3.135  -0.589
H  0.217  -3.351  -2.555
H  0.706  -1.678  -1.914
H  1.903  -3.014  -2.032
H  0.949  -2.598  0.046
C  1.494  0.286  4.493
O  1.202  -1.011  4.026
H  0.601  0.880  4.296
H  1.749  0.237  5.552
H  2.271  0.824  3.949
H  0.495  -1.368  4.569

LUMO level, eV: 0.49
Energy above the lowest of the compared OMol25 structures with the same formula, charge and spin, kcal per mole: 65.8
Strongest force on any atom, Eh/bohr: 0.0564
Multiplicity: 1
HOMO energy, hartree: -0.2818

5.
The following is a DFT calculation (wB97M-V/def2-TZVPD) of a cluster of 12 separate species, C27H46F6O24 in total.

Atoms and positions in Å:
O  15.212  -10.274  -24.323
C  15.237  -9.046  -24.545
O  14.899  -8.135  -23.636
C  14.996  -6.871  -24.189
C  15.847  -7.034  -25.463
F  17.179  -6.809  -25.283
O  15.662  -8.449  -25.652
H  13.929  -6.719  -24.366
H  15.331  -6.082  -23.516
H  15.409  -6.593  -26.357
O  17.332  -20.428  -27.051
C  16.721  -19.414  -27.261
O  15.466  -19.348  -27.373
C  15.006  -18.071  -27.799
C  16.229  -17.160  -27.479
F  16.061  -16.565  -26.316
O  17.210  -18.136  -27.378
H  14.891  -18.088  -28.884
H  14.038  -17.773  -27.398
H  16.385  -16.395  -28.239
O  13.491  -17.613  -33.487
C  13.538  -16.895  -32.536
O  13.710  -17.206  -31.279
C  13.155  -16.170  -30.452
C  13.576  -14.981  -31.394
F  14.880  -14.783  -31.272
O  13.357  -15.613  -32.618
H  12.099  -16.104  -30.188
H  13.737  -16.152  -29.531
H  13.071  -14.056  -31.124
O  14.565  -12.521  -30.002
C  14.612  -12.760  -28.801
O  14.815  -11.802  -27.962
C  15.059  -12.403  -26.719
C  14.516  -13.812  -26.772
F  13.252  -13.840  -26.333
O  14.528  -14.007  -28.215
H  16.136  -12.452  -26.549
H  14.635  -11.863  -25.873
H  15.201  -14.417  -26.179
O  18.379  -14.582  -26.979
C  18.760  -14.039  -28.037
O  18.016  -13.156  -28.628
C  18.553  -12.864  -29.887
C  19.957  -13.347  -29.756
F  20.768  -12.410  -29.276
O  19.830  -14.342  -28.719
H  18.083  -13.327  -30.757
H  18.586  -11.833  -30.240
H  20.380  -13.889  -30.600
O  12.107  -11.328  -27.390
C  11.148  -11.433  -26.763
O  9.858  -11.638  -27.224
C  9.095  -12.047  -26.138
C  9.807  -11.497  -24.943
F  9.895  -12.304  -23.901
O  11.149  -11.400  -25.418
H  8.095  -11.642  -26.299
H  8.933  -13.126  -26.136
H  9.430  -10.521  -24.634
C  13.017  -9.033  -29.831
C  13.200  -8.527  -31.282
C  13.918  -7.214  -31.095
O  14.746  -7.393  -29.939
C  14.251  -8.423  -29.071
H  13.140  -10.109  -29.713
H  12.135  -8.604  -29.356
H  12.459  -8.265  -32.038
H  13.848  -9.307  -31.683
H  13.214  -6.393  -30.950
H  14.600  -6.967  -31.910
H  13.837  -8.091  -28.118
H  14.980  -9.207  -28.869
C  13.481  -12.417  -22.887
O  14.398  -13.465  -22.590
H  13.748  -11.518  -22.335
H  13.185  -12.359  -23.934
H  12.530  -12.811  -22.517
H  14.377  -13.536  -21.633
C  17.765  -9.894  -27.747
O  18.646  -9.564  -28.781
H  16.979  -10.516  -28.177
H  18.223  -10.407  -26.902
H  17.331  -8.984  -27.330
H  18.287  -9.120  -29.555
C  16.734  -9.574  -31.668
O  17.063  -8.546  -30.783
H  17.603  -9.967  -32.197
H  16.215  -10.390  -31.161
H  16.083  -9.250  -32.482
H  16.292  -8.069  -30.449
C  11.827  -11.747  -32.016
O  11.485  -12.758  -32.966
H  10.905  -11.776  -31.434
H  12.720  -11.905  -31.412
H  11.950  -10.840  -32.608
H  11.385  -12.282  -33.793
C  15.722  -16.535  -23.155
O  14.895  -15.734  -23.994
H  15.918  -17.518  -23.583
H  16.691  -16.061  -22.991
H  15.299  -16.689  -22.160
H  14.784  -14.852  -23.621

LUMO level, eV: -0.16
Energy above the lowest of the compared OMol25 structures with the same formula, charge and spin, kcal per mole: 0.0
Strongest force on any atom, Eh/bohr: 0.1242
Multiplicity: 1
HOMO energy, hartree: -0.3533

6.
The following is a DFT calculation (wB97M-V/def2-TZVPD) of a cluster of 3 separate species, C26H51ClN7 in total.

Atoms and positions in Å:
C  4.266  1.789  -3.386
C  2.837  1.658  -4.090
C  2.608  0.431  -5.045
C  1.257  0.167  -5.755
C  0.105  1.165  -5.500
C  0.318  2.398  -4.543
C  -0.988  3.322  -4.333
N  -2.029  2.398  -3.715
C  -1.758  2.032  -2.301
N  -1.318  0.583  -2.255
C  -3.016  1.978  -4.502
N  -3.274  2.298  -5.917
C  -4.428  1.603  -6.420
N  -4.828  0.865  -5.220
N  -4.075  1.074  -4.119
C  -4.453  0.343  -2.889
C  -6.070  0.133  -2.704
C  -6.293  -0.060  -1.120
Cl  -5.407  -1.607  -0.643
C  1.674  2.684  -3.819
H  4.701  2.825  -3.582
H  4.930  0.934  -3.785
H  4.143  1.560  -2.259
H  3.465  -0.319  -5.212
H  1.036  -0.731  -6.432
H  -0.923  1.011  -5.987
H  -0.772  4.170  -3.576
H  -1.349  3.834  -5.281
H  -0.849  2.623  -1.899
H  -2.614  2.248  -1.576
H  -1.705  0.202  -1.377
H  -1.651  0.066  -3.077
H  -4.905  1.585  -7.452
H  -5.648  0.276  -5.402
H  -4.027  -0.728  -2.970
H  -4.105  0.798  -1.907
H  -6.534  1.119  -3.096
H  -6.370  -0.777  -3.321
H  -7.417  -0.144  -0.914
H  -5.790  0.806  -0.579
H  1.812  3.586  -3.114
C  -3.224  -3.249  1.817
C  -1.896  -2.652  1.371
N  -1.159  -1.992  2.442
C  -0.049  -1.173  1.964
C  1.106  -1.886  1.263
C  -0.876  -2.800  3.624
C  -0.094  -4.097  3.429
H  -3.848  -2.498  2.310
H  -3.774  -3.622  0.948
H  -3.086  -4.090  2.501
H  -2.121  -1.915  0.592
H  -1.297  -3.436  0.889
H  0.353  -0.586  2.797
H  -0.456  -0.426  1.270
H  1.735  -2.426  1.970
H  1.746  -1.147  0.770
H  0.762  -2.579  0.493
H  -1.829  -3.050  4.104
H  -0.357  -2.186  4.369
H  -0.462  -4.688  2.587
H  -0.189  -4.720  4.323
H  0.971  -3.911  3.285
C  4.794  1.639  6.654
C  4.707  0.378  5.805
N  3.411  0.192  5.161
C  3.227  -1.143  4.599
C  4.143  -1.560  3.451
C  2.944  1.291  4.324
C  3.835  1.732  3.164
H  3.986  1.674  7.390
H  5.742  1.657  7.197
H  4.749  2.546  6.045
H  4.894  -0.471  6.470
H  5.527  0.383  5.074
H  2.184  -1.261  4.281
H  3.351  -1.869  5.411
H  3.869  -1.069  2.517
H  4.048  -2.637  3.280
H  5.194  -1.359  3.661
H  2.772  2.163  4.966
H  1.949  1.053  3.931
H  4.883  1.832  3.454
H  3.507  2.712  2.801
H  3.771  1.045  2.319

LUMO level, eV: -3.33
Strongest force on any atom, Eh/bohr: 0.1702
Charge: +1
Multiplicity: 1
HOMO energy, hartree: -0.3461